[1]
{"formula": "C13H16BN6OsS2", "method": "ωB97M-V/def2-TZVPD", "species": ["Os", "C", "C", "N", "N", "C", "B", "N", "C", "C", "C", "N", "N", "C", "C", "C", "N", "H", "H", "H", "H", "H", "H", "H", "H", "H", "H", "C", "C", "S", "C", "C", "S", "H", "H", "H", "H", "H", "H"], "coordinates": [[0.000, -0.380, -0.271], [0.000, 2.389, -3.519], [0.000, 1.089, -3.042], [0.000, 1.099, -1.698], [0.000, 2.392, -1.305], [0.000, 3.183, -2.380], [0.000, 2.807, 0.185], [1.253, 2.196, 0.843], [2.234, 2.816, 1.512], [3.137, 1.866, 1.952], [2.618, 0.654, 1.508], [1.481, 0.866, 0.844], [-1.254, 2.196, 0.842], [-2.234, 2.817, 1.512], [-3.136, 1.865, 1.953], [-2.619, 0.654, 1.507], [-1.481, 0.866, 0.843], [0.001, 2.713, -4.544], [0.001, 0.160, -3.587], [0.000, 4.254, -2.273], [0.000, 3.990, 0.294], [2.233, 3.887, 1.633], [4.038, 2.022, 2.519], [3.003, -0.344, 1.643], [-2.233, 3.887, 1.633], [-4.036, 2.022, 2.522], [-3.005, -0.344, 1.640], [0.000, -4.785, 1.290], [0.000, -3.539, 0.465], [0.000, -2.066, 1.346], [0.000, -3.561, -0.930], [0.000, -4.823, -1.727], [0.000, -2.118, -1.864], [0.000, -4.536, 2.348], [0.883, -5.390, 1.075], [-0.883, -5.390, 1.075], [0.000, -5.704, -1.091], [0.876, -4.855, -2.377], [-0.876, -4.855, -2.377]], "forces_ev_per_angstrom": [[0.0004, -0.2946, 0.5228], [-0.0001, -0.1094, -0.0292], [0.0003, 0.1389, -0.0924], [0.0000, 0.0692, 0.0075], [0.0013, 0.4549, -0.2175], [-0.0004, -0.1340, 0.0078], [-0.0043, -0.4481, 0.0136], [0.1838, 0.3066, 0.1415], [0.0896, -0.1067, -0.0036], [-0.0073, -0.0648, 0.0257], [0.0443, 0.0139, 0.0900], [-0.4492, -0.1726, -0.4196], [-0.1836, 0.3121, 0.1398], [-0.0804, -0.1137, 0.0029], [0.0000, -0.0573, 0.0205], [-0.0372, 0.0094, 0.0974], [0.4439, -0.1727, -0.4251], [0.0000, -0.0060, 0.0125], [-0.0001, -0.0138, 0.0319], [0.0002, -0.0108, 0.0216], [-0.0001, 0.0953, -0.0216], [-0.0518, -0.0127, -0.0191], [-0.0130, 0.0180, -0.0137], [-0.0433, -0.0162, -0.0388], [0.0516, -0.0128, -0.0171], [0.0107, 0.0174, -0.0190], [0.0449, -0.0154, -0.0356], [-0.0003, 0.0332, -0.0127], [0.0003, 0.3289, 0.3779], [-0.0001, -0.2597, 0.2532], [-0.0004, 0.4755, -0.5249], [0.0008, -0.1009, 0.1057], [-0.0002, -0.0462, 0.0870], [0.0001, -0.0363, 0.0022], [-0.0170, -0.0254, -0.0226], [0.0172, -0.0255, -0.0226], [-0.0002, -0.0261, -0.0545], [0.0092, 0.0042, 0.0140], [-0.0094, 0.0042, 0.0141]], "total_charge": 1, "lumo_energy_ev": [-2.28, -5.93], "s2": 6.016, "e_homo_ha": [-0.394, -0.455], "multiplicity": 5, "gap_ev": [8.440, 6.436]}

***

[2]
{"formula": "C6H3Br2N3O2", "method": "ωB97M-V/def2-TZVPD", "species": ["O", "O", "Br", "Br", "N", "N", "C", "C", "C", "C", "C", "C", "N", "H", "H", "H"], "coordinates": [[1.666, 2.738, -1.069], [0.546, 1.927, -2.755], [-3.525, -2.534, 0.281], [3.399, 0.004, 2.363], [-2.556, -1.247, -0.735], [2.354, 0.704, 0.777], [-0.839, -1.139, 0.994], [0.459, -0.704, 1.353], [-0.806, 0.273, -1.064], [0.435, 0.839, -0.759], [-1.440, -0.720, -0.278], [1.142, 0.278, 0.477], [0.920, 1.896, -1.576], [-1.371, -1.807, 1.664], [0.947, -1.073, 2.264], [-1.330, 0.564, -1.938]], "forces_ev_per_angstrom": [[-1.0390, -1.2772, -0.3871], [0.2605, -0.2423, 1.3242], [0.7863, 0.7135, -0.4042], [-1.5361, 0.4426, -1.5941], [0.8206, 0.8728, 0.0072], [-0.8455, -0.3934, -0.3725], [3.7289, 1.1988, 1.1918], [-3.9466, -0.8420, -1.7361], [3.1726, 1.8482, -0.2223], [-2.8685, -3.2351, 1.7274], [-1.9614, -2.7357, 1.9280], [2.5726, 0.6197, 1.5405], [1.2710, 2.0846, -1.3468], [0.0407, 0.0745, -0.3141], [-0.1720, 0.4073, -0.6104], [-0.2841, 0.4637, -0.7316]], "total_charge": 0, "lumo_energy_ev": -2.46, "smiles": "O=[N+]([O-])C1=CC(=N/Br)/C=CC/1=N\\Br", "e_homo_ha": -0.359, "gap_ev": 7.295}

***

[3]
{"formula": "C29H57LaN14S", "method": "ωB97M-V/def2-TZVPD", "species": ["La", "C", "N", "C", "C", "N", "C", "C", "N", "C", "C", "N", "C", "N", "C", "C", "N", "C", "C", "C", "C", "N", "C", "N", "C", "C", "N", "C", "C", "N", "C", "C", "H", "H", "H", "H", "H", "H", "H", "H", "H", "H", "H", "H", "H", "H", "H", "H", "H", "H", "H", "H", "H", "H", "H", "H", "H", "H", "H", "H", "H", "H", "H", "H", "H", "H", "H", "H", "H", "H", "H", "H", "H", "H", "H", "H", "H", "H", "H", "H", "C", "C", "N", "N", "C", "N", "S", "C", "C", "C", "C", "C", "N", "H", "H", "H", "H", "H", "H", "H", "H", "H"], "coordinates": [[-0.205, 0.095, -0.170], [-2.053, -4.712, -0.085], [-1.353, -3.723, -0.861], [-2.204, -2.780, -1.548], [-0.021, -3.593, -0.909], [0.541, -2.403, -1.026], [1.911, -2.421, -1.496], [2.234, -1.171, -2.298], [2.212, 0.056, -1.485], [2.330, 1.246, -2.328], [2.105, 2.534, -1.578], [0.870, 2.458, -0.789], [0.373, 3.598, -0.331], [-0.956, 3.671, -0.099], [-1.528, 4.497, 0.935], [-1.866, 3.295, -1.186], [1.118, 4.715, -0.075], [0.607, 6.066, -0.345], [2.427, 4.647, 0.548], [3.332, 0.031, -0.468], [2.936, 0.669, 0.878], [1.760, -0.037, 1.415], [1.720, -0.224, 2.734], [1.135, -1.332, 3.205], [0.904, -2.462, 2.351], [0.365, -1.394, 4.456], [2.309, 0.615, 3.635], [2.852, 0.135, 4.896], [2.468, 2.047, 3.385], [0.671, -4.789, -0.830], [0.218, -6.001, -1.501], [1.883, -4.968, -0.013], [-2.730, -4.177, 0.572], [-1.347, -5.243, 0.538], [-2.581, -5.427, -0.729], [-3.026, -3.330, -2.046], [-1.658, -2.245, -2.306], [-2.611, -2.055, -0.852], [2.059, -3.274, -2.151], [2.678, -2.562, -0.690], [1.473, -1.078, -3.081], [3.222, -1.307, -2.798], [1.568, 1.228, -3.076], [3.298, 1.291, -2.839], [2.038, 3.314, -2.326], [3.017, 2.723, -0.997], [-2.330, 3.904, 1.428], [-2.006, 5.402, 0.569], [-0.794, 4.868, 1.670], [-1.319, 2.856, -2.033], [-2.433, 4.158, -1.516], [-2.579, 2.546, -0.789], [0.336, 6.602, 0.567], [-0.260, 6.024, -0.985], [1.385, 6.622, -0.861], [2.569, 3.629, 0.920], [2.436, 5.341, 1.394], [3.258, 4.959, -0.121], [4.195, 0.552, -0.883], [3.637, -1.001, -0.241], [2.757, 1.729, 0.716], [3.767, 0.520, 1.570], [1.541, -2.406, 1.475], [-0.128, -2.542, 2.013], [1.161, -3.395, 2.883], [0.770, -2.200, 5.073], [-0.661, -1.629, 4.245], [0.374, -0.445, 4.974], [2.950, -0.948, 4.899], [2.281, 0.497, 5.732], [3.860, 0.543, 5.020], [1.670, 2.373, 2.715], [3.428, 2.324, 2.936], [2.367, 2.577, 4.347], [-0.585, -5.780, -2.252], [-0.177, -6.738, -0.808], [1.063, -6.430, -2.019], [2.031, -4.152, 0.672], [2.761, -5.120, -0.657], [1.757, -5.864, 0.584], [-5.246, 0.227, -1.071], [-3.748, 0.231, -1.113], [-3.040, 0.185, -0.032], [-3.748, 0.001, 1.127], [-3.053, 0.098, 2.221], [-3.692, -0.269, 3.350], [-1.351, 0.571, 2.348], [-3.066, 0.289, -2.448], [-3.838, 0.273, -3.608], [-3.215, 0.277, -4.840], [-1.818, 0.329, -4.882], [-1.135, 0.326, -3.691], [-1.717, 0.292, -2.510], [-5.513, 0.472, -0.055], [-5.656, -0.737, -1.356], [-5.700, 0.990, -1.714], [-4.689, -0.383, 3.330], [-3.295, -0.002, 4.229], [-4.896, 0.287, -3.550], [-3.842, 0.260, -5.726], [-1.273, 0.333, -5.802], [-0.046, 0.357, -3.682]], "forces_ev_per_angstrom": [[-0.2766, 0.1039, -0.7667], [0.1582, -0.2921, 0.0437], [-0.3868, 0.5129, -0.8062], [-0.4668, -0.3714, -0.1081], [0.8793, -0.7181, 0.3914], [-0.3291, -0.0978, 0.3969], [0.8697, 0.0034, 0.1317], [0.4793, -0.2339, -0.2248], [0.6086, -0.3434, 0.9372], [0.0656, 0.1258, 0.1883], [0.3620, -0.1198, 0.5462], [-0.0525, 0.1173, 0.0459], [0.9818, 0.0961, -0.0037], [-0.1319, 0.1380, -0.8710], [-0.6631, 0.1302, 0.8937], [-0.3256, -0.9412, 0.6344], [-0.2445, -0.0287, -0.1792], [0.2026, -0.3313, 0.3189], [0.2510, 0.1203, -0.1519], [-0.5286, -0.0101, 0.2812], [-0.1214, -0.7022, -0.4199], [0.2071, 0.4535, 0.2939], [0.5849, 0.6322, -0.3717], [-0.7703, -0.3786, 0.6909], [0.5125, -0.7096, -0.0993], [0.8000, -0.1690, -0.0562], [0.0080, -0.1148, -0.3559], [0.7868, 0.1204, -0.2302], [-0.3717, -0.0395, 0.2208], [0.2044, 0.7034, 0.3512], [-0.9765, 0.5000, -0.5664], [-0.3053, -0.3337, -0.8782], [-0.4199, -0.1493, 0.0756], [0.0762, -0.1917, 0.1049], [-0.0568, 0.1785, 0.2639], [0.2552, 0.3101, 0.3378], [0.3078, 0.0371, -0.2457], [-0.3553, 0.0761, 0.1053], [0.0984, -0.1617, -0.2506], [-0.7392, 0.1931, -0.4653], [0.1327, 0.0454, -0.0075], [-0.4670, 0.1399, 0.2200], [-0.4951, -0.3960, -0.6973], [0.0646, -0.0914, -0.0321], [0.0154, 0.4112, -0.1238], [-0.2648, 0.2115, 0.0872], [0.6097, 0.3508, -0.0161], [-0.1304, 0.0986, -0.4426], [-0.1812, -0.7046, -0.2728], [-0.1230, 0.2696, 0.4360], [-0.0934, 0.2845, -0.1095], [0.1985, 0.3895, -0.3914], [0.0953, -0.0194, 0.0356], [-0.2148, -0.0834, -0.2093], [0.0744, 0.0927, -0.0463], [0.2030, 0.3658, -0.0498], [0.0151, -0.1056, 0.0629], [-0.4890, -0.3523, 0.2215], [0.1579, 0.0198, -0.0516], [-0.2051, 0.3912, -0.3489], [0.0424, -0.0202, 0.2772], [0.1850, 0.2721, -0.1041], [0.0090, 0.1573, 0.0133], [-0.3193, 0.0911, 0.0245], [-0.2161, 0.3243, -0.0142], [0.0174, 0.2042, 0.1721], [-0.5389, -0.1080, -0.3279], [0.1334, 0.0633, 0.0818], [-0.2103, 0.0815, 0.0497], [-0.3940, -0.0704, 0.4616], [-0.0245, -0.0265, -0.1105], [-0.0103, 0.0617, 0.0841], [-0.0031, -0.1760, 0.1570], [-0.0092, -0.1929, -0.4212], [0.8144, -0.0729, 0.6875], [-0.0158, -0.1467, 0.1808], [0.2368, -0.2128, -0.2342], [0.0667, 0.3034, 0.0038], [-0.0642, 0.1578, 0.2466], [-0.0461, -0.2237, 0.1232], [0.0603, 0.5891, -0.0488], [0.0166, 0.2202, -0.1871], [0.3212, -0.1827, -0.4800], [-0.0038, 0.0663, -0.4537], [0.4876, -0.1415, -0.2150], [0.3315, 0.2963, 0.3089], [-0.5598, -0.0162, 0.5050], [-0.0383, -0.1859, 0.4291], [0.7924, 0.1407, 0.2140], [0.4356, 0.1378, -0.1031], [-0.9219, -0.2202, -0.3103], [0.6420, 0.0737, -0.2281], [-0.5526, 0.0515, 1.1477], [-0.3448, -0.2230, 0.1413], [-0.0964, -0.2192, 0.0457], [0.2718, -0.1652, -0.0430], [-0.1998, -0.0644, -0.2038], [0.1552, 0.0441, 0.1898], [-0.7161, -0.0998, 0.0595], [0.3169, 0.0040, -0.0661], [0.1166, 0.0530, -0.3972], [-0.2484, -0.0575, -0.1227]], "total_charge": 2, "lumo_energy_ev": -5.12, "e_homo_ha": -0.469, "gap_ev": 7.638}